Entry from the Open Molecules 2025 dataset: C40H78AlBF8N5O15S as an isolated structure in a non-equilibrium geometry (the ωB97M-V functional and the def2-TZVPD basis).

Cartesian coordinates (Å):
S  3.04  -0.36  3.04
Al  2.44  5.29  -4.53
F  -0.11  -0.48  3.53
F  3.94  -9.69  -3.83
F  3.26  -5.18  2.02
F  3.27  -7.64  -4.11
F  0.99  4.80  -0.27
F  -1.26  1.30  2.77
F  0.74  1.72  3.69
F  4.23  -8.23  -2.25
O  0.64  3.00  1.07
O  4.27  -7.52  7.89
O  3.77  -2.57  5.35
O  4.05  1.53  6.55
O  6.09  -7.83  9.19
O  3.74  -11.18  -1.05
O  2.64  3.16  -0.61
O  0.78  -8.09  3.22
O  1.15  -6.93  1.57
O  6.36  -6.95  -3.48
O  5.73  -7.89  -5.47
O  2.71  -1.78  -1.91
O  5.87  -5.93  8.01
O  -5.47  5.89  -4.08
O  2.87  -7.89  2.56
N  2.89  -0.54  0.36
N  3.41  -2.46  7.62
N  -7.49  6.54  -4.78
N  1.43  1.87  1.01
N  2.02  4.01  -2.97
C  3.20  0.72  -0.32
C  -6.46  0.94  -1.66
C  -6.32  2.12  0.76
C  5.71  -8.06  -4.16
C  4.27  -8.39  -3.60
C  -6.84  1.63  -3.09
C  -6.25  6.81  -4.29
C  -5.64  1.95  -0.69
C  0.06  0.77  2.87
C  -4.36  2.94  -6.06
C  -2.77  5.00  -2.12
C  0.77  0.60  1.42
C  -5.23  2.58  1.85
C  3.24  -1.62  8.79
C  5.96  -5.63  -3.79
C  1.67  -7.65  2.46
C  -1.34  0.96  -0.25
C  -2.88  3.36  -5.54
C  -5.43  3.00  -4.86
C  4.69  -5.18  -3.09
C  2.71  1.75  6.15
C  -2.68  3.40  -1.99
C  3.62  -1.93  6.38
C  -0.25  -0.03  0.35
C  1.99  -0.50  1.51
C  -1.19  2.80  -2.11
C  -1.54  5.69  -2.88
C  -5.62  1.58  -4.14
C  7.33  -7.14  9.29
C  -1.20  1.20  -1.86
C  6.97  -5.74  8.89
C  2.06  1.84  -0.34
C  5.31  -7.13  8.32
C  3.13  -3.26  0.21
C  -1.40  5.32  -4.45
C  -8.55  7.48  -5.09
C  3.37  -3.90  7.77
C  2.30  3.59  -1.88
C  -2.77  4.95  -5.20
C  -5.90  8.25  -4.01
B  2.92  -1.77  -0.45
H  1.01  3.60  1.75
H  3.80  -5.55  -3.60
H  -5.51  2.99  -1.16
H  -5.85  -0.01  -1.90
H  -2.52  2.70  -4.68
H  -4.66  1.20  -3.62
H  3.13  -4.05  -0.64
H  5.90  -5.45  -4.87
H  -6.84  1.13  1.00
H  -1.49  1.95  0.32
H  3.54  0.58  -1.42
H  4.04  -3.32  0.88
H  2.14  -3.45  0.79
H  -6.43  3.34  -5.29
H  -6.59  8.66  -3.27
H  4.62  -4.09  -3.09
H  2.56  -4.30  7.15
H  -4.69  3.53  -6.99
H  -7.12  2.95  0.66
H  8.04  -7.60  8.60
H  6.29  -8.91  -3.76
H  -3.80  5.27  -2.53
H  2.40  -0.88  4.16
H  -4.33  1.83  -6.38
H  4.66  -5.54  -2.06
H  -7.66  5.56  -4.94
H  -3.04  3.14  -0.92
H  -4.97  1.67  2.49
H  -0.99  6.27  -4.97
H  -5.85  0.79  -4.97
H  -7.19  2.71  -2.89
H  -5.95  8.82  -4.94
H  3.30  -0.57  8.52
H  -2.18  3.14  -6.43
H  -5.14  3.75  -4.04
H  -0.82  2.94  -3.19
H  6.77  -4.99  -3.43
H  2.59  1.43  5.11
H  2.27  -1.83  9.23
H  4.61  2.06  5.98
H  -5.59  3.47  2.47
H  -7.69  1.00  -3.52
H  7.79  -5.23  8.38
H  -0.53  3.37  -1.36
H  -0.62  4.50  -4.67
H  -8.26  8.51  -4.88
H  -0.79  -0.89  0.90
H  -1.66  6.82  -2.82
H  1.36  1.61  -1.20
H  -2.36  0.42  -0.14
H  2.05  1.15  6.78
H  1.88  -1.29  -2.12
H  7.73  -7.19  10.30
H  -3.43  2.87  -2.69
H  6.65  -5.13  9.74
H  -0.23  0.69  -2.23
H  4.12  1.20  0.20
H  -2.07  0.71  -2.39
H  -9.42  7.23  -4.49
H  -0.52  5.44  -2.39
H  2.46  2.81  6.25
H  -4.89  8.31  -3.62
H  -3.71  5.36  -4.70
H  2.21  2.02  1.69
H  2.97  -11.77  -1.10
H  -4.28  2.90  1.30
H  -4.61  1.49  -0.53
H  3.65  -10.62  -1.83
H  3.64  -0.83  6.37
H  3.20  -4.17  8.82
H  4.31  -4.33  7.43
H  -2.75  5.41  -1.04
H  0.26  -0.53  -0.55
H  4.03  -1.86  9.51
H  -8.80  7.39  -6.15
H  1.45  -1.52  1.57
H  -2.72  5.47  -6.23
H  -7.44  0.69  -1.13

Values from the calculation:
- Energy above the lowest of the compared OMol25 structures with the same formula, charge and spin: 175.76 kcal per mole
- Charge: -1
- LUMO energy: -1.0 eV

=====

Entry from the Open Molecules 2025 dataset: a 6-piece molecular cluster, C40H78BFN3O14P2S5Si overall in a non-equilibrium geometry (the ωB97M-V functional and the def2-TZVPD basis).

Cartesian coordinates (Å):
S  -2.90  0.98  -6.51
S  4.74  0.62  5.07
S  -7.36  -4.23  2.08
S  5.95  4.09  -5.14
S  9.36  -0.72  4.25
P  -1.87  -1.67  -0.54
P  -0.06  -2.45  -1.63
Si  -3.86  1.85  -1.15
F  -4.40  3.31  2.25
O  7.27  3.52  -5.35
O  -1.58  1.19  -5.98
O  5.00  4.25  -6.21
O  5.62  1.46  4.29
O  -6.12  1.95  1.60
O  -4.01  0.56  -5.67
O  -3.28  -0.78  0.00
O  -6.72  -5.50  2.37
O  10.69  -0.19  4.43
O  8.33  -0.60  5.25
O  -0.96  -0.16  -0.71
O  -4.13  -3.61  -0.14
O  3.92  -0.40  4.46
O  -7.91  -3.94  0.77
N  -4.13  -1.48  -2.38
N  1.00  -3.20  -0.67
N  -3.07  -2.04  2.88
C  -2.79  -0.12  -7.92
C  -4.87  2.01  1.80
C  -2.61  -1.66  -2.35
C  -2.88  -6.11  -0.42
C  -3.39  2.43  -7.42
C  -1.12  -2.11  1.13
C  -1.86  -1.71  2.47
C  -1.48  0.80  0.23
C  -8.10  -2.74  4.15
C  0.84  1.89  0.08
C  1.38  1.90  1.54
C  8.48  -2.60  2.65
C  -3.87  0.79  1.65
C  3.82  1.27  0.50
C  -3.64  3.72  -0.77
C  -1.94  -4.84  -0.89
C  -2.97  1.63  -2.88
C  -3.10  0.67  0.21
C  3.27  1.29  -0.98
C  -2.89  2.17  -8.83
C  5.08  4.22  -2.63
C  5.04  5.63  -3.23
C  3.70  1.66  6.08
C  9.48  -2.44  3.78
C  -8.62  -3.91  3.31
C  -6.27  -2.91  2.55
C  -5.72  1.41  -1.53
C  2.91  1.58  1.74
C  -7.18  -1.91  3.25
C  6.13  5.65  -4.30
C  -1.01  -0.86  3.58
C  5.66  -0.11  6.41
C  -3.22  0.71  -9.13
C  5.15  0.55  7.69
C  5.15  3.23  -3.79
C  3.70  0.97  7.44
C  -0.74  2.15  -0.21
C  1.76  1.60  -1.17
C  8.65  -1.36  1.77
C  8.70  -0.14  2.69
B  -2.71  -3.44  -0.53
H  -0.14  -0.28  3.11
H  8.64  -3.52  2.09
H  9.35  0.64  2.29
H  -1.93  1.16  -2.73
H  -4.39  -0.83  -3.13
H  3.35  1.54  2.81
H  -1.22  0.73  1.34
H  -3.48  -2.59  2.11
H  7.84  -1.27  1.04
H  -5.94  0.42  -1.00
H  5.76  1.44  7.92
H  -5.53  -3.32  3.24
H  -1.76  -4.95  -2.04
H  -3.18  4.33  -1.63
H  -8.77  -4.80  3.91
H  2.71  1.74  5.64
H  3.33  1.64  8.23
H  7.46  -2.63  3.05
H  -3.35  2.85  -9.56
H  5.23  -0.13  8.55
H  -0.38  -3.35  -2.69
H  -1.03  3.04  0.45
H  3.06  0.09  7.42
H  -0.78  2.39  -1.34
H  -5.91  1.32  -2.66
H  7.12  5.68  -3.85
H  10.50  -2.61  3.43
H  -4.48  2.49  -7.40
H  4.06  5.81  -3.68
H  5.21  6.40  -2.47
H  -6.60  -1.18  3.83
H  -2.07  -0.96  -3.07
H  -8.93  -2.14  4.54
H  -9.54  -3.64  2.79
H  -3.45  -0.97  -7.76
H  -1.80  2.32  -8.88
H  -4.56  -3.98  -0.95
H  7.70  0.26  2.87
H  0.68  2.10  2.42
H  4.21  4.03  -1.99
H  -2.72  0.36  -10.04
H  0.63  -1.31  -2.21
H  -1.76  -0.09  3.98
H  -3.62  1.08  -3.64
H  5.73  2.34  -3.53
H  -2.15  -7.01  -0.39
H  1.15  -4.16  -1.03
H  5.97  4.12  -2.00
H  -7.77  -1.36  2.52
H  -4.51  -0.16  1.80
H  -3.12  0.84  2.53
H  -3.14  -5.88  0.68
H  4.17  2.65  6.14
H  -4.58  -2.38  -2.66
H  5.47  -1.18  6.41
H  3.95  1.04  -1.87
H  4.15  2.94  -4.12
H  -0.96  -4.99  -0.30
H  6.73  0.08  6.26
H  -0.70  -1.54  4.45
H  -2.48  -2.73  -2.80
H  -3.78  -6.28  -1.09
H  -4.69  4.18  -0.55
H  -2.96  3.32  -6.97
H  -0.06  -1.62  1.18
H  1.28  1.61  -2.22
H  -6.38  2.23  -1.05
H  -0.91  -3.25  1.18
H  -4.30  0.60  -9.29
H  9.58  -1.44  1.21
H  -3.02  3.90  0.20
H  6.01  6.47  -5.01
H  4.93  1.01  0.67
H  -2.77  2.67  -3.34
H  9.27  -3.08  4.64
H  -7.53  -3.12  5.00
H  -1.76  -0.45  -8.00
H  -5.78  -2.50  1.67

Values from the calculation:
- Charge: -1
- LUMO energy: 1.9 eV

=====

Entry from the Open Molecules 2025 dataset: a 11-piece molecular cluster, C40H78F4O21 overall in a non-equilibrium geometry (the ωB97M-V functional and the def2-TZVPD basis).

Cartesian coordinates (Å):
F  -0.84  -7.30  3.72
F  3.34  3.96  -5.11
F  4.27  -0.23  0.31
F  -0.89  -0.78  1.25
O  -0.62  3.36  3.57
O  0.23  1.08  -2.59
O  5.09  2.66  -4.54
O  -1.37  -5.10  1.15
O  6.27  1.50  -3.03
O  -0.06  -5.35  2.90
O  0.91  -2.57  -2.92
O  3.26  3.48  -0.58
O  4.81  1.87  -0.24
O  -1.55  -0.20  -6.00
O  5.73  -5.25  0.82
O  -5.20  1.48  -0.36
O  -2.95  5.55  -1.24
O  -0.75  0.05  -0.82
O  4.04  1.31  -3.13
O  -1.74  1.53  -4.59
O  -1.09  6.11  -0.07
O  1.37  -0.32  -1.25
O  0.37  -3.73  1.38
O  -2.39  -0.57  5.65
O  3.34  2.33  1.35
C  -1.77  4.00  3.01
C  4.30  1.45  1.93
C  3.72  2.62  0.10
C  -2.19  0.23  6.82
C  -1.38  2.47  -5.64
C  1.16  -0.73  0.10
C  5.28  -3.94  1.04
C  7.15  -5.40  0.93
C  -2.33  4.82  4.17
C  5.00  0.87  0.71
C  2.98  1.94  -3.86
C  1.35  -2.28  -4.27
C  -0.32  -4.61  1.78
C  -1.80  -2.33  4.21
C  -6.51  1.21  -0.80
C  -6.67  1.67  -2.25
C  0.30  0.31  -1.67
C  2.87  -2.39  -4.27
C  -0.32  -1.03  0.03
C  -4.32  0.40  -0.63
C  -3.08  4.23  -0.71
C  3.73  2.67  -4.96
C  -0.41  2.01  3.15
C  -1.22  -6.12  3.16
C  -0.44  -4.57  -3.39
C  -2.53  7.80  -1.07
C  -2.70  1.61  6.51
C  3.96  -3.70  0.34
C  -4.22  -0.51  0.62
C  7.53  -5.31  2.42
C  -1.73  -1.83  5.66
C  0.76  1.55  4.01
C  -1.72  0.22  -4.88
C  -2.22  -0.57  -3.70
C  -0.40  3.43  -4.98
C  0.63  -3.90  -2.53
C  -1.97  3.28  -1.15
C  -2.07  6.41  -0.69
C  -1.79  -6.33  1.77
C  5.23  1.77  -3.54
H  -2.49  2.34  7.29
H  -2.85  -2.25  3.94
H  -6.70  2.75  -2.34
H  3.73  2.11  -5.90
H  -4.67  -0.14  -1.52
H  -2.48  3.22  2.71
H  -0.63  -2.01  -0.32
H  2.25  1.23  -4.24
H  -7.46  1.16  -2.81
H  -3.80  1.67  6.47
H  -1.49  4.61  2.15
H  1.77  -1.61  0.29
H  -2.80  -0.25  7.59
H  -4.07  3.86  -0.96
H  -1.44  -3.36  4.24
H  -2.70  4.08  4.88
H  -3.31  8.17  -0.40
H  2.49  2.64  -3.18
H  3.38  -2.84  0.69
H  -1.54  5.40  4.63
H  -0.21  2.03  2.08
H  -1.88  -5.59  3.85
H  3.16  -3.44  -4.26
H  -1.82  2.35  -0.60
H  -1.26  -3.86  -3.55
H  -1.12  0.21  7.06
H  1.58  2.25  3.83
H  -0.75  -5.51  -2.95
H  -3.54  -0.03  1.32
H  4.06  -3.72  -0.75
H  3.29  -1.86  -3.42
H  -0.80  3.94  -4.10
H  3.83  0.69  2.55
H  3.21  -1.98  -5.23
H  -3.96  -1.55  0.43
H  -5.20  -0.55  1.10
H  -1.30  1.41  3.37
H  -2.83  7.79  -2.11
H  -2.38  1.88  5.50
H  -6.91  0.20  -0.66
H  7.04  -6.15  2.92
H  7.25  -6.46  0.70
H  3.25  -4.52  0.49
H  1.49  0.06  0.78
H  6.02  0.55  0.87
H  7.29  -4.41  2.99
H  -0.17  4.26  -5.66
H  -0.97  1.99  -6.52
H  -1.14  -1.74  3.58
H  -2.27  3.07  -5.79
H  -2.88  -6.33  1.76
H  0.55  2.98  -4.70
H  -1.00  3.79  -1.17
H  -2.07  2.93  -2.18
H  -2.88  0.06  -3.11
H  1.56  -4.46  -2.46
H  4.90  2.10  2.58
H  -0.08  -4.77  -4.40
H  -2.25  -2.51  6.34
H  -1.44  -7.20  1.21
H  7.71  -4.84  0.19
H  -1.41  -1.06  -3.17
H  -7.18  1.81  -0.17
H  1.16  0.55  3.82
H  -2.92  -1.37  -3.96
H  0.87  -2.90  -5.03
H  8.59  -5.47  2.65
H  0.97  -1.26  -4.38
H  0.23  -3.85  -1.51
H  5.12  -3.78  2.12
H  -3.30  0.72  -0.87
H  -0.69  -1.67  5.97
H  -5.75  1.39  -2.79
H  0.46  1.62  5.06
H  -3.04  4.19  0.38
H  5.98  -3.12  0.83
H  -1.72  8.53  -1.00
H  -3.05  5.56  3.81

Values from the calculation:
- Energy above the lowest of the compared OMol25 structures with the same formula, charge and spin: 0.00 kcal per mole
- Charge: 0
- SMILES: O=C1OC[C@@H](F)O1.O=C1OC[C@@H](F)O1.O=C1OC[C@@H](F)O1.O=C1OC[C@@H](F)O1.CCOC(C)=O.CCOC(C)=O.CCOCC.CCOCC.CCOCC.CCOCC.CCOCC
- LUMO energy: 0.2 eV